A cluster of 5 separate species, C49H109NO6P3 in total in a non-equilibrium geometry, computed with the ωB97M-V functional and the def2-TZVPD basis.

Total charge   +1
HOMO level   -9.06 eV
LUMO energy   -1.87 eV
Energy relative to the best compared isomer or geometry (same formula, charge and spin)   0.440 eV

Geometry as XYZ:
```
168
C49H109NO6P3 | the Open Molecules 2025 dataset | the ωB97M-V functional and the def2-TZVPD basis
C -0.17 -27.90 -6.40
C 1.35 -27.68 -6.40
C 2.09 -28.39 -5.24
C 3.40 -27.62 -4.93
P 4.89 -28.62 -4.64
C 5.28 -28.92 -2.88
C 4.50 -30.00 -2.15
C 3.00 -29.72 -2.05
C 2.28 -30.50 -0.95
C 4.65 -30.27 -5.35
C 4.30 -30.25 -6.87
C 3.36 -31.40 -7.25
C 3.06 -31.48 -8.73
C 6.33 -27.84 -5.46
C 7.72 -28.41 -5.02
C 8.27 -27.71 -3.78
C 8.61 -26.24 -3.96
H -0.58 -27.06 -6.97
H -0.64 -27.93 -5.42
H -0.48 -28.78 -6.96
H 1.51 -26.62 -6.19
H 1.83 -27.96 -7.34
H 2.22 -29.43 -5.52
H 1.38 -28.30 -4.42
H 3.26 -26.86 -4.15
H 3.71 -27.07 -5.83
H 5.43 -27.99 -2.33
H 6.26 -29.42 -2.97
H 4.89 -30.09 -1.13
H 4.67 -31.02 -2.51
H 2.52 -30.03 -2.98
H 2.83 -28.65 -1.88
H 1.23 -30.74 -1.09
H 2.40 -29.92 -0.03
H 2.81 -31.44 -0.72
H 3.84 -30.72 -4.79
H 5.61 -30.78 -5.32
H 5.20 -30.31 -7.47
H 3.81 -29.30 -7.12
H 2.42 -31.36 -6.68
H 3.77 -32.34 -6.88
H 3.96 -31.42 -9.34
H 2.37 -30.69 -9.03
H 2.57 -32.42 -8.98
H 6.22 -26.77 -5.35
H 6.24 -28.05 -6.53
H 8.40 -28.21 -5.85
H 7.72 -29.49 -4.87
H 9.22 -28.19 -3.52
H 7.59 -27.82 -2.93
H 7.67 -25.68 -4.06
H 9.26 -26.04 -4.81
H 8.98 -25.76 -3.06
C 3.27 -22.97 6.64
C 3.85 -21.94 5.65
C 3.69 -22.52 4.22
C 4.68 -23.61 3.86
P 4.80 -24.04 2.11
C 5.46 -22.57 1.29
C 6.56 -21.77 2.03
C 6.79 -20.49 1.17
C 7.75 -19.54 1.87
C 5.87 -25.50 1.99
C 7.29 -25.38 2.55
C 8.34 -24.95 1.51
C 9.77 -25.00 2.08
C 3.12 -24.40 1.61
C 2.41 -25.58 2.29
C 0.92 -25.40 2.48
C 0.21 -26.63 3.06
H 2.30 -23.33 6.30
H 3.12 -22.51 7.62
H 3.93 -23.84 6.71
H 4.93 -21.84 5.76
H 3.31 -21.00 5.70
H 3.84 -21.67 3.54
H 2.67 -22.84 4.00
H 4.47 -24.51 4.45
H 5.70 -23.36 4.18
H 4.59 -21.97 1.00
H 5.91 -23.02 0.40
H 7.50 -22.30 2.13
H 6.25 -21.46 3.03
H 5.81 -20.02 1.09
H 7.26 -20.77 0.23
H 8.81 -19.80 1.80
H 7.58 -19.46 2.95
H 7.69 -18.50 1.53
H 5.90 -25.87 0.96
H 5.33 -26.27 2.56
H 7.53 -26.38 2.93
H 7.37 -24.73 3.42
H 8.12 -23.95 1.14
H 8.28 -25.64 0.66
H 9.96 -24.20 2.79
H 10.46 -24.80 1.25
H 9.92 -26.00 2.46
H 3.26 -24.50 0.53
H 2.60 -23.46 1.82
H 2.87 -25.81 3.26
H 2.59 -26.51 1.73
H 0.50 -25.10 1.51
H 0.73 -24.51 3.09
H -0.86 -26.49 3.17
H 0.60 -26.84 4.06
H 0.49 -27.51 2.48
C 3.22 -19.75 -2.15
C 3.14 -19.25 -3.57
C 3.26 -20.30 -4.68
C 4.67 -20.91 -4.76
P 4.98 -22.15 -6.04
C 6.47 -23.00 -5.40
C 7.75 -22.19 -5.62
C 9.04 -23.00 -5.41
C 10.28 -22.13 -5.51
C 3.57 -23.29 -5.87
C 2.38 -22.97 -6.80
C 1.11 -23.71 -6.38
C 0.02 -23.58 -7.46
C 5.14 -21.51 -7.76
C 4.13 -20.48 -8.31
C 4.44 -19.85 -9.66
C 5.38 -18.65 -9.59
H 2.67 -19.13 -1.45
H 4.24 -20.01 -1.87
H 2.67 -20.69 -1.98
H 3.95 -18.51 -3.65
H 2.22 -18.69 -3.75
H 3.02 -19.82 -5.63
H 2.49 -21.06 -4.53
H 4.84 -21.54 -3.87
H 5.49 -20.19 -4.69
H 6.52 -23.90 -6.02
H 6.31 -23.35 -4.38
H 7.86 -21.39 -4.88
H 7.81 -21.75 -6.61
H 9.04 -23.80 -6.16
H 9.01 -23.55 -4.47
H 11.19 -22.72 -5.55
H 10.36 -21.36 -4.74
H 10.26 -21.60 -6.47
H 3.23 -23.29 -4.83
H 3.93 -24.31 -6.04
H 2.67 -23.20 -7.83
H 2.10 -21.92 -6.73
H 0.71 -23.34 -5.43
H 1.40 -24.75 -6.21
H -0.93 -23.87 -7.00
H 0.15 -24.31 -8.27
H 0.05 -22.62 -7.96
H 5.19 -22.33 -8.48
H 6.17 -21.13 -7.75
H 3.99 -19.70 -7.56
H 3.16 -20.96 -8.42
H 3.48 -19.52 -10.06
H 4.86 -20.66 -10.26
H 4.87 -17.77 -9.19
H 5.86 -18.31 -10.50
H 6.13 -18.84 -8.81
O 4.23 -23.11 -2.34
C 4.70 -24.41 -2.25
O 4.82 -25.00 -3.35
O 5.02 -24.83 -1.12
H 4.07 -22.88 -1.40
N 1.21 -21.65 -0.21
O 2.39 -22.05 -0.37
O 0.86 -20.55 -0.68
O 0.40 -22.36 0.43
```